Computed, not measured: a molecular structure, C30H31IrN8 at a distorted geometry, with ωB97M-V with the def2-TZVPD basis set.

Output
* multiplicity: 2
* LUMO (spin up / spin down): -10.10 / -12.79 eV
* expectation value of S²: 0.785
* F_max: 3.2 eV/A
* charge: +3
* HOMO-LUMO gap (spin up / spin down): 5.79 / 3.02 eV
* HOMO (spin up / spin down): -15.89 / -15.81 eV

Element x y z (Å)
Ir -0.65095 -0.69016 0.37623
N 9.18142 1.64175 -2.33570
C 8.11390 1.33692 -2.07019
C 6.78940 0.97431 -1.72344
C 5.72865 1.33690 -2.55615
C 4.43965 0.97165 -2.21241
C 4.19553 0.28713 -1.02051
C 5.26702 -0.06285 -0.19228
C 6.56170 0.26338 -0.54518
C 2.81679 -0.06130 -0.59833
C 2.35056 0.55528 0.57324
C 3.06551 1.54818 1.32627
C 2.32499 1.82163 2.44223
C 1.16926 1.00202 2.35735
N 1.16397 0.27626 1.24701
C 2.13548 -1.02852 -1.34797
C 2.69038 -1.81380 -2.41100
C 1.73254 -2.70946 -2.79284
C 0.59118 -2.44057 -1.97870
N 0.82494 -1.45894 -1.13084
H 5.91649 1.90480 -3.45386
H 3.61974 1.25784 -2.85226
H 5.08493 -0.60888 0.71968
H 7.38951 -0.02086 0.08613
H 3.99978 1.99136 1.05165
H 2.55229 2.49858 3.24156
H 0.38308 0.93206 3.08911
H 3.68215 -1.72019 -2.80024
H 1.79368 -3.47396 -3.54217
H -0.36004 -2.94344 -2.02094
N -0.12977 -2.64500 1.79050
C -1.30196 -3.19032 2.42423
C -1.25185 -4.18916 3.37206
C -2.42957 -4.70848 3.92632
C -3.65365 -4.23190 3.53314
C -3.74639 -3.19382 2.58251
C -4.96813 -2.65663 2.13794
C -4.96199 -1.65488 1.19544
C -3.74109 -1.17984 0.71271
N -2.57383 -1.65289 1.10991
C -2.54861 -2.65934 2.02080
H 0.58847 -2.46368 2.49105
H 0.26229 -3.34088 1.15379
H -0.29947 -4.59338 3.68391
H -2.36297 -5.50001 4.65462
H -4.56388 -4.64950 3.93457
H -5.89806 -3.03792 2.53621
H -5.87793 -1.22540 0.82456
H -3.72304 -0.38955 -0.02585
C -3.75110 3.17867 0.26095
N -2.46318 2.53342 0.12034
C -1.77751 2.19814 1.33674
C -2.03555 2.02066 -1.06351
N -1.30839 0.92650 -1.08191
N -2.39424 2.66763 -2.20877
C -2.48029 4.10697 -2.29060
C -2.40167 1.98288 -3.47875
H -4.36246 2.62021 0.97333
H -4.27894 3.21617 -0.68585
H -3.63791 4.19609 0.63889
H -2.27329 2.69548 2.16652
H -0.73464 2.52505 1.29121
H -1.78459 1.10000 1.51837
H -0.95317 0.71264 -2.00825
H -2.23377 4.57817 -1.34225
H -3.47317 4.43360 -2.61084
H -1.77460 4.46016 -3.04884
H -2.70816 0.94537 -3.35832
H -1.42874 2.02178 -3.97671
H -3.11674 2.47587 -4.13559

Atoms 1-2, force components in eV/Å:
Ir 2.8 -1.4 0.4
N 2.1 0.6 -0.5

Results of the Mulliken charge analysis, in e, for atoms 1 through 6:
1 Ir 2.511
2 N -0.196
3 C -0.301
4 C 0.742
5 C -0.798
6 C -0.035

Computed, not measured: a molecular structure, C30H32AsMoN3O9S, with ωB97M-V with the def2-TZVPD basis set.

Output
* LUMO (spin up / spin down): -6.79 / -6.71 eV
* energy above the lowest of the compared OMol25 structures with the same formula, charge and spin: 0.0 kcal/mol
* F_max: 0.6 eV/A
* charge: +2
* HOMO-LUMO gap (spin up / spin down): 6.72 / 6.80 eV
* HOMO (spin up / spin down): -13.51 / -13.51 eV

Element x y z (Å)
Mo 0.25646 -1.12984 -0.66096
O 0.66307 0.88721 -4.64586
As -0.44526 0.23146 -3.48974
O -1.47941 1.28269 -2.85094
O 0.74071 -0.31730 -2.24943
C -1.00958 -1.38470 -4.36477
C -1.22288 -1.20888 -5.72498
C -1.72430 -2.24549 -6.50757
C -2.02271 -3.46494 -5.93405
C -1.81729 -3.65894 -4.57320
C -1.31539 -2.63022 -3.79236
S -1.06081 -3.05754 -2.10252
O -1.75066 -4.24829 -1.79044
O 0.41008 -3.01995 -1.82341
O -1.50463 -1.82619 -1.27501
H 0.54683 1.84378 -4.74405
H -0.99481 -0.25921 -6.18951
H -1.88328 -2.08390 -7.56483
H -2.42061 -4.27181 -6.53343
H -2.05656 -4.60667 -4.11148
C 2.10164 0.57693 1.75763
O 2.44399 0.10512 0.43195
C 3.71115 0.47367 0.02587
C 4.38089 1.57290 0.54805
C 5.64930 1.90023 0.09108
C 6.27197 1.15357 -0.89551
C 5.61653 0.05770 -1.42328
C 4.36113 -0.28913 -0.94648
N 3.68126 -1.38747 -1.55527
C 3.06006 -2.33629 -0.95077
C 3.10247 -2.63133 0.48057
C 4.30751 -3.08481 1.01357
C 4.35318 -3.59252 2.30294
C 3.19450 -3.64615 3.06157
C 1.99499 -3.16459 2.55449
C 1.95542 -2.64877 1.27506
O 0.78413 -2.10385 0.81148
H 1.22362 0.02684 2.07289
H 1.87657 1.64178 1.73820
H 2.92892 0.37138 2.43615
H 3.92716 2.18426 1.31241
H 6.15196 2.75857 0.51543
H 7.25561 1.42311 -1.25164
H 6.07890 -0.54319 -2.19716
H 3.63987 -1.38630 -2.57070
H 2.49784 -3.00271 -1.59869
H 5.20063 -3.07754 0.40099
H 5.28807 -3.95798 2.70297
H 3.21856 -4.05323 4.06301
H 1.09024 -3.16795 3.14761
C -3.87612 4.48424 3.67466
C -3.28007 3.09300 3.82201
N -4.05317 2.06232 3.13202
C -5.35982 1.70914 3.71193
C -6.52231 2.13783 2.83173
C -3.60886 1.27626 2.13637
O -4.18993 0.27100 1.75499
C -2.33630 1.63004 1.38990
C -1.92212 2.89984 1.00473
C -0.79581 3.03849 0.19926
C -0.12450 1.91173 -0.21408
N -0.54502 0.68136 0.12308
C -1.62617 0.54873 0.90088
H -3.27035 5.21274 4.21319
H -4.88357 4.52136 4.08802
H -3.94019 4.79007 2.62895
H -3.24230 2.82050 4.87977
H -2.25055 3.06458 3.46944
H -5.41062 2.19157 4.68769
H -5.38094 0.63072 3.86700
H -6.52526 3.21702 2.67733
H -7.46459 1.85900 3.30246
H -6.47005 1.64280 1.86337
H -2.48241 3.77590 1.30179
H -0.45777 4.01096 -0.12787
H 0.74532 1.96893 -0.85328
H -1.98353 -0.45370 1.10881

Atoms 1-2, force components in eV/Å:
Mo -0.2 0.1 0.3
O 0.0 0.0 -0.1

Results of the Mulliken charge analysis, in e, for atoms 1 through 6:
1 Mo 1.206
2 O -0.582
3 As 1.102
4 O -0.694
5 O -0.427
6 C 0.022